# 1
{"formula": "C40H54GeN3OSi4Zn", "method": "the ωB97M-V functional and the def2-TZVPD basis", "multiplicity": 2, "e_lumo_ev": [0.27, -0.36], "energy_ha": -6810.4538, "elements": ["Zn", "C", "C", "N", "N", "C", "O", "C", "C", "C", "C", "C", "C", "C", "C", "C", "C", "C", "N", "H", "H", "H", "H", "H", "H", "H", "H", "H", "H", "H", "H", "C", "Si", "C", "C", "Si", "Si", "C", "C", "C", "Si", "C", "C", "C", "H", "H", "H", "H", "H", "H", "H", "H", "H", "H", "H", "H", "H", "H", "H", "H", "H", "H", "H", "H", "H", "H", "H", "H", "H", "H", "H", "C", "Ge", "C", "C", "C", "C", "C", "C", "C", "C", "C", "C", "C", "C", "C", "C", "C", "C", "H", "H", "H", "H", "H", "H", "H", "H", "H", "H", "H", "H", "H", "H", "H"], "xyz": [[-0.652, -0.908, -0.033], [-1.628, -1.200, 3.998], [-1.718, -0.879, 2.538], [-0.708, -0.347, 1.862], [0.522, -0.222, 2.383], [1.381, 0.305, 1.566], [0.969, 0.851, 0.371], [2.791, 0.206, 1.835], [3.715, 0.211, 0.786], [5.059, 0.042, 1.047], [5.502, -0.168, 2.343], [4.589, -0.189, 3.389], [3.248, 0.003, 3.141], [-2.861, -1.180, 1.752], [-4.055, -1.701, 2.303], [-5.112, -2.008, 1.489], [-4.995, -1.800, 0.106], [-3.805, -1.294, -0.370], [-2.765, -0.989, 0.396], [-0.599, -1.063, 4.323], [-1.915, -2.234, 4.178], [-2.274, -0.554, 4.591], [3.346, 0.310, -0.225], [5.778, 0.064, 0.242], [6.553, -0.320, 2.533], [4.934, -0.356, 4.399], [2.520, -0.001, 3.936], [-4.115, -1.856, 3.368], [-6.022, -2.420, 1.900], [-5.809, -2.032, -0.563], [-3.671, -1.123, -1.431], [-2.647, 2.522, 1.349], [-0.913, 3.191, 1.828], [-0.576, 2.679, 3.648], [-1.114, 5.097, 1.833], [0.782, 2.544, 0.240], [2.815, 3.717, 0.689], [2.418, 5.549, 0.290], [4.394, 3.356, -0.354], [3.297, 3.637, 2.551], [0.083, 2.482, -2.017], [-1.536, 1.469, -2.200], [-0.249, 4.284, -2.563], [1.340, 1.716, -3.255], [-3.336, 2.549, 2.190], [-2.590, 1.493, 1.011], [-3.085, 3.112, 0.548], [-1.441, 2.862, 4.282], [0.261, 3.230, 4.070], [-0.338, 1.622, 3.718], [-2.002, 5.388, 2.387], [-1.218, 5.486, 0.825], [-0.269, 5.595, 2.294], [2.302, 5.701, -0.779], [3.210, 6.214, 0.622], [1.499, 5.876, 0.763], [4.382, 3.917, -1.284], [4.487, 2.306, -0.604], [5.298, 3.636, 0.182], [3.287, 4.622, 3.010], [4.290, 3.220, 2.691], [2.608, 3.010, 3.109], [-2.295, 1.816, -1.507], [-1.338, 0.417, -1.971], [-1.956, 1.511, -3.201], [-1.014, 4.751, -1.952], [-0.572, 4.348, -3.597], [0.651, 4.882, -2.468], [1.478, 0.652, -3.072], [2.314, 2.192, -3.166], [1.016, 1.832, -4.288], [-1.509, -4.235, -0.170], [0.159, -3.162, -0.475], [1.408, -3.977, 0.869], [1.868, -3.314, 1.999], [2.639, -3.968, 2.948], [2.968, -5.302, 2.780], [2.522, -5.973, 1.654], [1.752, -5.314, 0.714], [0.849, -3.807, -2.248], [0.148, -4.763, -2.938], [0.570, -5.233, -4.191], [1.704, -4.740, -4.768], [2.474, -3.769, -4.098], [3.670, -3.265, -4.651], [4.416, -2.338, -3.981], [3.997, -1.878, -2.724], [2.846, -2.353, -2.162], [2.046, -3.306, -2.822], [-1.314, -5.302, -0.110], [-2.250, -4.066, -0.947], [-1.954, -3.929, 0.775], [1.626, -2.271, 2.146], [2.976, -3.432, 3.824], [3.566, -5.818, 3.519], [2.766, -7.017, 1.512], [1.404, -5.848, -0.160], [-0.761, -5.168, -2.515], [-0.012, -5.988, -4.701], [2.031, -5.089, -5.738], [3.987, -3.624, -5.621], [5.334, -1.960, -4.408], [4.602, -1.153, -2.201], [2.540, -2.013, -1.180]], "lowdin_spin": [0.01, 0.03, 0.20, 0.13, -0.04, 0.12, 0.03, 0.01, 0.03, 0.00, 0.03, 0.00, 0.02, 0.09, 0.06, 0.03, 0.10, 0.01, 0.12, 0.00, 0.01, 0.01, 0.00, 0.00, 0.00, 0.00, 0.00, 0.00, 0.00, 0.01, 0.00, 0.00, 0.00, 0.00, 0.00, 0.00, 0.00, 0.00, 0.00, 0.00, 0.00, 0.00, 0.00, 0.00, 0.00, 0.00, 0.00, 0.00, 0.00, 0.00, 0.00, 0.00, 0.00, 0.00, 0.00, 0.00, 0.00, 0.00, 0.00, 0.00, 0.00, 0.00, 0.00, 0.00, 0.00, 0.00, 0.00, 0.00, 0.00, 0.00, 0.00, 0.00, 0.00, 0.00, 0.00, 0.00, 0.00, 0.00, 0.00, 0.00, 0.00, 0.00, 0.00, 0.00, 0.00, 0.00, 0.00, 0.00, 0.00, 0.00, 0.00, 0.00, 0.00, 0.00, 0.00, 0.00, 0.00, 0.00, 0.00, 0.00, 0.00, 0.00, 0.00, 0.00]}

# 2
{"formula": "C36H57BF3N5O4P2", "method": "the ωB97M-V functional and the def2-TZVPD basis", "smiles": "CCCCCCCCCCCP(CN)(C[C@@H](O)C(F)(F)F)(B(O)O)P(C)O.c1ccncc1.c1ccncc1.c1ccncc1.c1ccncc1", "multiplicity": 1, "e_lumo_ev": 0.37, "energy_ha": -2987.8831, "elements": ["C", "C", "C", "C", "C", "C", "C", "C", "C", "C", "C", "P", "C", "N", "C", "C", "O", "C", "F", "F", "F", "B", "O", "O", "P", "C", "O", "H", "H", "H", "H", "H", "H", "H", "H", "H", "H", "H", "H", "H", "H", "H", "H", "H", "H", "H", "H", "H", "H", "H", "H", "H", "H", "H", "H", "H", "H", "H", "H", "H", "H", "H", "H", "H", "N", "C", "C", "C", "C", "C", "H", "H", "H", "H", "H", "N", "C", "C", "C", "C", "C", "H", "H", "H", "H", "H", "N", "C", "C", "C", "C", "C", "H", "H", "H", "H", "H", "N", "C", "C", "C", "C", "C", "H", "H", "H", "H", "H"], "xyz": [[3.341, 0.140, 3.241], [4.506, 0.344, 2.258], [4.091, 1.018, 0.947], [3.103, 0.222, 0.064], [3.229, -1.297, 0.152], [2.311, -2.085, -0.800], [0.813, -1.718, -0.765], [-0.035, -2.679, 0.091], [-0.028, -2.396, 1.609], [-1.386, -2.509, 2.324], [-2.568, -1.691, 1.773], [-2.731, -0.009, 2.539], [-1.476, 0.824, 1.264], [-0.317, 1.231, 2.098], [-4.150, 1.023, 1.954], [-4.973, 0.363, 0.831], [-5.946, -0.545, 1.266], [-5.603, 1.464, -0.013], [-6.188, 2.415, 0.736], [-6.529, 1.017, -0.854], [-4.672, 2.093, -0.761], [-1.631, 0.685, 4.012], [-2.019, 1.936, 4.435], [-0.736, -0.035, 4.773], [-4.237, -0.978, 4.121], [-4.598, 0.416, 5.306], [-3.151, -1.896, 5.031], [2.958, -0.887, 3.225], [3.659, 0.328, 4.270], [2.504, 0.809, 3.014], [5.245, 1.001, 2.734], [5.029, -0.595, 2.059], [3.613, 1.969, 1.223], [4.977, 1.287, 0.360], [2.090, 0.558, 0.301], [3.267, 0.500, -0.984], [3.092, -1.661, 1.176], [4.265, -1.548, -0.116], [2.403, -3.143, -0.523], [2.691, -2.016, -1.824], [0.673, -0.688, -0.424], [0.423, -1.742, -1.790], [-1.055, -2.745, -0.299], [0.401, -3.676, -0.051], [0.450, -1.430, 1.825], [0.616, -3.144, 2.088], [-1.252, -2.269, 3.384], [-1.674, -3.568, 2.311], [-2.548, -1.590, 0.684], [-3.491, -2.223, 2.026], [-1.874, 1.693, 0.733], [-1.140, 0.128, 0.487], [0.526, 0.766, 1.784], [-0.127, 2.222, 2.009], [-4.825, 1.263, 2.784], [-3.761, 1.968, 1.575], [-4.322, -0.186, 0.144], [-6.497, -0.133, 1.942], [-1.441, 2.234, 5.149], [-0.120, -0.541, 4.234], [-4.456, 0.046, 6.326], [-4.007, 1.322, 5.169], [-5.659, 0.671, 5.204], [-3.539, -2.090, 5.890], [6.633, -2.586, 3.395], [7.398, -2.854, 2.340], [8.784, -2.875, 2.383], [9.411, -2.601, 3.587], [8.627, -2.318, 4.694], [7.248, -2.324, 4.546], [6.872, -3.062, 1.414], [9.354, -3.101, 1.492], [10.491, -2.606, 3.662], [9.071, -2.097, 5.655], [6.602, -2.109, 5.390], [-6.160, 7.328, -3.727], [-6.169, 7.178, -2.405], [-5.852, 5.989, -1.764], [-5.512, 4.893, -2.538], [-5.501, 5.034, -3.917], [-5.828, 6.268, -4.460], [-6.443, 8.057, -1.831], [-5.875, 5.927, -0.684], [-5.260, 3.948, -2.078], [-5.241, 4.204, -4.561], [-5.822, 6.415, -5.535], [-1.761, 4.963, -6.739], [-0.954, 4.171, -7.441], [-0.613, 2.883, -7.053], [-1.138, 2.390, -5.869], [-1.979, 3.203, -5.128], [-2.259, 4.475, -5.605], [-0.561, 4.590, -8.361], [0.048, 2.286, -7.666], [-0.895, 1.390, -5.531], [-2.412, 2.863, -4.196], [-2.912, 5.140, -5.050], [2.968, -3.823, -3.693], [2.492, -5.025, -3.383], [2.503, -6.104, -4.254], [3.038, -5.924, -5.519], [3.538, -4.676, -5.858], [3.480, -3.663, -4.912], [2.079, -5.128, -2.384], [2.102, -7.060, -3.946], [3.065, -6.740, -6.229], [3.964, -4.488, -6.833], [3.863, -2.674, -5.140]], "lowdin_charge": [-0.10, -0.27, -0.21, -0.20, -0.21, -0.20, -0.20, -0.19, -0.19, -0.22, -0.32, 0.84, -0.30, -0.01, -0.24, -0.33, 0.00, -0.60, 0.14, 0.17, 0.12, -0.82, 0.10, 0.12, 0.77, -0.33, -0.40, 0.06, 0.07, 0.06, 0.10, 0.08, 0.10, 0.11, 0.07, 0.12, 0.09, 0.12, 0.10, 0.08, 0.07, 0.11, 0.10, 0.10, 0.08, 0.11, 0.08, 0.12, 0.07, 0.05, 0.07, 0.06, 0.03, 0.09, 0.08, 0.09, 0.15, 0.10, 0.12, 0.08, 0.03, 0.01, 0.02, 0.03, 0.05, -0.16, -0.07, -0.08, -0.07, -0.15, 0.10, 0.10, 0.10, 0.10, 0.10, 0.05, -0.16, -0.07, -0.07, -0.09, -0.16, 0.10, 0.10, 0.08, 0.10, 0.11, 0.06, -0.16, -0.08, -0.08, -0.07, -0.16, 0.10, 0.10, 0.10, 0.10, 0.09, 0.06, -0.15, -0.07, -0.08, -0.07, -0.15, 0.10, 0.10, 0.11, 0.10, 0.10]}

# 3
{"formula": "C4H9BCsFNO6S", "method": "the ωB97M-V functional and the def2-TZVPD basis", "multiplicity": 1, "e_lumo_ev": -5.60, "charge": 1, "energy_ha": -1206.6893, "elements": ["C", "O", "B", "O", "N", "C", "C", "C", "O", "O", "S", "O", "O", "F", "H", "H", "H", "H", "H", "H", "H", "H", "H", "Cs"], "xyz": [[3.344, -0.004, 0.238], [2.419, 0.861, 0.995], [1.253, 1.263, 0.131], [1.544, 2.079, -1.075], [-0.121, 0.824, 0.603], [-0.831, -0.063, -0.398], [-0.842, -1.588, 0.272], [-1.640, -2.700, -0.629], [-2.963, -2.923, -0.445], [-0.841, -3.491, -1.618], [-1.102, 2.163, 1.143], [-0.220, 2.951, 2.188], [-2.381, 1.728, 1.949], [-1.547, 3.265, -0.122], [4.432, 0.215, 0.669], [3.163, -1.166, 0.445], [3.292, 0.136, -0.923], [0.756, 2.128, -1.692], [-0.310, -0.064, -1.469], [-1.953, 0.268, -0.541], [-1.350, -1.465, 1.322], [0.298, -1.846, 0.471], [-0.637, -2.833, -2.352], [-3.763, 0.262, 0.837]], "lowdin_charge": [-0.09, -0.04, -0.50, 0.11, -0.08, -0.24, -0.07, -0.24, -0.02, 0.01, 0.91, -0.26, -0.77, -0.21, 0.13, 0.11, 0.11, 0.12, 0.17, -0.02, 0.12, 0.16, 0.13, 1.47]}

# 4
{"formula": "C3H7NO2", "method": "the ωB97M-V functional and the def2-TZVPD basis", "relative_energy_kj_mol": 433.51, "smiles": "CO/N=C\\CO", "multiplicity": 1, "e_lumo_ev": 0.80, "energy_ha": -323.6159, "elements": ["C", "C", "C", "H", "H", "H", "H", "H", "H", "H", "N", "O", "O"], "xyz": [[-1.755, -1.476, -1.400], [0.597, -0.250, 0.740], [0.589, 1.193, 0.492], [-2.202, -1.026, -2.293], [-2.594, -1.706, -0.537], [-1.344, -2.544, -1.723], [0.933, -0.678, 1.753], [0.858, 1.280, -0.643], [-0.440, 1.557, 0.723], [2.317, 1.937, 0.859], [-0.066, -1.071, 0.088], [-0.651, -0.458, -1.035], [1.444, 1.943, 1.316]], "lowdin_charge": [-0.07, -0.18, -0.28, 0.05, 0.12, 0.10, 0.15, 0.16, 0.14, 0.11, -0.01, -0.23, -0.07]}

# 5
{"formula": "C3H6N2O", "method": "the ωB97M-V functional and the def2-TZVPD basis", "relative_energy_kj_mol": 320.54, "smiles": "NC(=O)[C@@H]1CN1", "multiplicity": 1, "e_lumo_ev": 0.85, "energy_ha": -302.5710, "elements": ["C", "C", "C", "H", "H", "H", "H", "H", "H", "N", "N", "O"], "xyz": [[0.778, 0.411, 0.353], [-0.100, 0.134, -0.791], [-1.570, 0.169, -0.506], [-0.037, -1.352, 0.890], [0.855, -0.152, 2.154], [0.117, 0.493, -1.789], [-2.452, 0.436, -1.300], [-2.109, 0.367, 0.448], [-1.264, -1.653, -1.634], [0.396, -0.484, 1.381], [-1.063, -1.127, -0.727], [1.865, 1.107, 0.289]], "lowdin_charge": [-0.44, -0.16, -0.23, 0.14, 0.06, 0.14, 0.15, 0.11, 0.14, 0.13, -0.03, -0.01]}